1.
C6H10 | the ωB97M-V functional and the def2-TZVPD basis

Geometry (Å):
C: 1.45040 -0.15865 0.93024
C: 0.52269 -0.78699 -0.11958
C: -0.94428 -0.82476 0.06129
C: -1.26420 0.65391 0.34588
C: -0.28019 1.07000 -0.79130
C: -0.60785 -0.46134 -1.33344
H: 1.73930 -1.01202 1.56339
H: 0.99925 0.58147 1.60421
H: 2.37432 0.27219 0.52790
H: 1.06248 -1.53277 -0.66147
H: -1.44280 -1.70453 0.44777
H: -2.27634 0.94340 0.06093
H: -1.04918 0.98962 1.36577
H: 0.67355 1.50749 -0.36227
H: -0.56351 1.73258 -1.57467
H: -0.39364 -1.26961 -2.06467

Atoms 1-2, force components in eV/Å:
C -0.04 0.02 -0.30
C 0.13 -2.02 0.47

The value obtained for the molar mass is 82.1 u. Its energy above the lowest of the compared OMol25 structures with the same formula, charge and spin is 4.750 eV. Its LUMO energy is 1.2 eV.

2.
C6H10 | the ωB97M-V functional and the def2-TZVPD basis

Geometry (Å):
C: -2.16325 -1.15842 -0.22184
C: -0.88780 -0.80717 -0.07565
C: -0.17360 0.39416 0.04591
C: -0.78806 1.73151 0.29661
C: 1.12143 0.15888 -0.43098
C: 2.15633 -0.73434 0.20513
H: -2.47771 -2.18759 -0.12986
H: -2.93777 -0.42011 -0.38178
H: 0.06868 -1.38551 -0.59335
H: -0.87476 1.90685 1.37145
H: -0.16154 2.52016 -0.12455
H: -1.78097 1.83105 -0.14038
H: 1.60205 1.01268 -0.91537
H: 2.87964 -1.06395 -0.54313
H: 2.71588 -0.18932 0.97148
H: 1.70144 -1.60891 0.66630

Atoms 1-2, force components in eV/Å:
C -0.11 0.17 0.38
C 2.03 -2.16 -1.22

The value obtained for the molar mass is 82.1 u. Its energy above the lowest of the compared OMol25 structures with the same formula, charge and spin is 3.229 eV. Its LUMO energy is 0.5 eV.

3.
C6H10 | the ωB97M-V functional and the def2-TZVPD basis

Geometry (Å):
C: 2.07263 -1.12872 -0.03372
C: 1.15534 -0.13269 -0.00063
C: 1.46276 1.37539 0.02166
C: -0.29190 -0.49637 0.08609
C: -1.32401 0.33568 -0.02841
C: -2.78171 -0.15801 -0.02268
H: 1.77345 -2.16896 0.00872
H: 3.12444 -0.90453 -0.14890
H: 2.54303 1.56631 -0.20311
H: 1.19280 1.78872 1.00686
H: 0.88688 1.86854 -0.77053
H: -0.47405 -1.55925 0.13092
H: -1.24885 1.39346 -0.10320
H: -3.35176 0.25198 -0.84764
H: -2.87038 -1.23138 -0.07560
H: -3.33427 0.22342 0.86856

Atoms 1-2, force components in eV/Å:
C -0.71 1.31 -0.15
C -0.12 -0.17 0.46

The value obtained for the molar mass is 82.1 u. Its energy above the lowest of the compared OMol25 structures with the same formula, charge and spin is 0.802 eV. Its LUMO energy is 1.1 eV.

4.
C6H10 | the ωB97M-V functional and the def2-TZVPD basis

Geometry (Å):
C: -0.85198 -1.18776 -0.45987
C: -1.50329 -0.07384 -0.11898
C: -0.85294 1.21494 0.33297
C: 0.68159 1.18926 0.23093
C: 1.22638 -0.22078 0.47889
C: 0.62323 -1.29646 -0.55734
H: -1.32664 -2.00532 -0.98365
H: -2.58481 -0.06795 -0.21462
H: -1.15352 1.42838 1.36705
H: -1.24689 2.04408 -0.27651
H: 0.98954 1.48818 -0.77501
H: 1.10638 1.92591 0.93316
H: 0.91598 -0.49232 1.52851
H: 2.32075 -0.21049 0.53530
H: 1.07359 -2.25301 -0.30115
H: 0.58262 -1.48282 -1.71968

Atoms 1-2, force components in eV/Å:
C -0.26 0.10 -0.10
C 0.04 -0.27 -0.09

The value obtained for the molar mass is 82.1 u. Its energy above the lowest of the compared OMol25 structures with the same formula, charge and spin is 1.089 eV. Its LUMO energy is 1.2 eV.

5.
C6H10 | the ωB97M-V functional and the def2-TZVPD basis

Geometry (Å):
C: -0.83540 0.88918 1.77687
C: -0.94081 0.05316 0.69497
C: -1.71934 -1.29334 0.95934
C: -0.08530 -0.07505 -0.52670
C: 1.18601 0.51825 -0.60273
C: 1.92796 0.42653 -1.88766
H: -1.49151 1.01908 2.66888
H: -0.04803 1.69539 1.84998
H: -2.80120 -1.29801 0.72846
H: -1.50029 -1.47583 2.00747
H: -1.21014 -2.16056 0.42573
H: -0.33526 -0.69539 -1.43167
H: 1.46050 1.29421 0.13076
H: 3.02680 0.28831 -1.73595
H: 1.60560 -0.46183 -2.46343
H: 1.76040 1.27592 -2.59433

Atoms 1-2, force components in eV/Å:
C 0.95 1.31 -1.17
C -0.32 -1.69 1.55

The value obtained for the molar mass is 82.1 u. Its energy above the lowest of the compared OMol25 structures with the same formula, charge and spin is 1.966 eV. Its LUMO energy is 0.7 eV.

6.
C6H10AgClCuO6S | the ωB97M-V functional and the def2-TZVPD basis

Geometry (Å):
Ag: 13.19073 -2.91236 20.43565
Cu: 11.36975 2.36448 21.06639
Cl: 14.72160 0.28948 21.96004
O: 23.06289 -0.48198 22.27712
C: 21.98571 0.11511 22.10944
O: 21.04636 -0.28482 21.24048
C: 20.03691 0.61565 21.04422
C: 20.17847 1.85781 21.91347
C: 21.45732 1.39064 22.72764
H: 19.08079 0.10087 21.13881
H: 20.18015 1.09468 20.07566
H: 19.25235 1.99960 22.47051
H: 20.45558 2.73158 21.32370
H: 21.24543 1.27528 23.79060
H: 22.21810 2.17100 22.70943
C: 17.62584 -1.50489 26.73170
C: 18.02716 -0.04944 27.22174
O: 19.33660 -0.15690 27.75547
S: 19.97645 -1.72444 27.56796
O: 19.77279 -2.57724 28.70767
O: 21.33053 -1.66579 26.99689
O: 18.90674 -2.06379 26.37102
H: 16.95644 -1.42665 25.87502
H: 17.20826 -2.10277 27.54180
H: 17.38426 0.27075 28.04165
H: 17.95886 0.68216 26.41665

Atoms 1-2, force components in eV/Å:
Ag 0.19 -0.26 -0.01
Cu -0.19 0.39 0.02

The value obtained for the molar mass is 417.1 u. As for the charge: +2. As for the expectation value of S²: 0.752. Its energy above the lowest of the compared OMol25 structures with the same formula, charge and spin is 1.518 eV. The spin multiplicity is 2. Its LUMO energy (spin up / spin down) is -10.9 / -12.0 eV.

7.
C6H10BBrN2O2 | the ωB97M-V functional and the def2-TZVPD basis

Geometry (Å):
B: 1.38869 2.33710 -0.12758
C: -1.60129 -0.17600 -0.05262
C: -1.52565 -1.54867 -0.37901
C: -0.33316 0.14543 0.36201
C: -2.61319 -2.44960 -0.83249
C: 1.80405 -1.10326 0.63636
C: 0.65569 1.95539 1.20130
N: -0.29194 -1.98176 -0.16928
N: 0.42575 -0.94757 0.27846
O: 2.70593 2.02696 -0.23876
O: 0.77931 2.92908 -1.18750
Br: -3.08147 0.97619 -0.18721
H: -2.97796 -3.03448 0.01068
H: -3.44042 -1.87856 -1.24559
H: -2.23175 -3.14053 -1.58092
H: 2.17986 -1.99649 0.14267
H: 2.36856 -0.22726 0.32199
H: 1.90908 -1.22625 1.71791
H: -0.24295 2.46803 1.50345
H: 1.18826 1.48403 2.00508
H: 3.09282 2.29319 -1.07388
H: -0.15822 3.09505 -1.10509

Atoms 1-2, force components in eV/Å:
B -0.37 -0.12 0.24
C 0.11 0.08 0.03

The value obtained for the molar mass is 232.9 u. Its energy above the lowest of the compared OMol25 structures with the same formula, charge and spin is 1.044 eV. Its LUMO energy is 0.0 eV.

8.
C6H10Br2 | the ωB97M-V functional and the def2-TZVPD basis

Geometry (Å):
C: -1.19332 1.23975 -0.10615
C: -0.25306 0.03539 -0.06903
C: 0.36948 -0.14100 -1.47549
C: -0.98045 -1.27522 0.17761
C: 0.77661 0.24046 0.96831
Br: 0.05311 0.40838 2.78238
C: 2.10369 0.17568 0.84891
Br: 3.37129 0.48735 2.18605
H: -2.07901 0.77969 -0.49869
H: -1.60200 1.50015 0.91291
H: -0.85939 2.19925 -0.61664
H: -0.41864 -0.17872 -2.13848
H: 0.77348 -1.26918 -1.56892
H: 0.97233 0.64699 -1.89896
H: -1.29691 -1.58927 -0.73212
H: -1.80308 -1.05914 0.81113
H: -0.35209 -2.08509 0.49275
H: 2.41798 -0.11547 -0.07558

Atoms 1-2, force components in eV/Å:
C -1.00 0.59 1.19
C 1.52 0.54 -1.01

The value obtained for the molar mass is 242.0 u. Its energy above the lowest of the compared OMol25 structures with the same formula, charge and spin is 0.702 eV. Its LUMO energy is 0.6 eV.